# 1
Formula: C46H40N4O3PTl
Source: the Open Molecules 2025 dataset
Level of theory: the ωB97M-V functional and the def2-TZVPD basis

Geometry as XYZ:
```
95
Properties=species:S:1:pos:R:3
Tl 0.5361 0.5057 -1.3977
P -2.1974 -0.9788 -1.1080
O 1.6237 -0.6197 4.9780
O 2.7480 0.7767 -0.7640
O -1.3363 1.6220 -2.2148
N 0.5390 1.1505 0.9209
N 0.9311 2.7506 -1.8321
N 3.2902 -1.1026 3.5169
N -0.1586 3.5775 -1.9433
C 1.6116 0.6064 2.9731
C 0.4885 -4.0891 -1.3721
C 3.3840 2.7210 -1.9961
C -3.7399 2.9966 -2.2945
C -4.9449 3.6860 -2.2637
C -2.5485 5.0540 -1.9270
C 6.0220 1.8106 -1.9014
C 4.0740 -0.8263 2.3111
C 1.4451 1.9128 3.4099
C 4.1027 -2.0008 1.3441
C -0.0492 -2.7659 -1.3117
C -6.2819 -1.6285 -0.8067
C -2.7713 0.7230 0.9823
C -6.6882 -1.4484 -2.1229
C -1.4647 -2.6439 -1.0688
C -1.2614 2.8975 -2.1008
C 5.0165 1.0658 -1.3285
C -1.6860 -5.0593 -0.9545
C -4.9525 5.0602 -2.0618
C -2.2864 -0.5537 0.6731
C 2.0631 3.2944 -2.0952
C -4.9394 -1.5187 -0.4669
C -2.2372 -3.7647 -0.9102
C -0.3535 -5.2123 -1.1759
C 0.8742 -1.6831 -1.5250
C 4.4364 3.4678 -2.5566
C 1.8615 -4.2982 -1.6519
C -2.5365 3.6754 -2.1189
C -1.8355 -1.3720 1.7018
C 5.7397 3.0334 -2.5261
C -4.4064 -1.0521 -2.7637
C -1.8629 -0.9268 3.0215
C 0.3968 2.4101 1.3311
C 3.6635 1.4883 -1.3546
C 0.8389 2.8319 2.5720
C -3.7521 5.7415 -1.8984
C 1.1355 0.2692 1.7222
C -5.7488 -1.1648 -3.1041
C 3.0097 -3.4377 4.3475
C 2.1919 -1.9318 -1.8099
C 3.7917 -2.1312 4.4294
C -3.9860 -1.2304 -1.4442
C 2.6933 -3.2501 -1.8829
C 2.1810 -0.4260 3.9033
C -2.3526 0.3352 3.3199
C -2.8173 1.1580 2.2964
H -6.0625 -1.0187 -4.1306
H -1.4915 -1.5643 3.8163
H -3.7573 6.8145 -1.7503
H -0.0829 3.0947 0.6376
H -7.7388 -1.5208 -2.3804
H -4.6330 -1.6540 0.5628
H -2.3258 -5.9231 -0.8197
H 3.7303 -1.7396 5.4428
H -3.1988 2.1472 2.5237
H 3.4478 -4.1804 5.0184
H 5.2304 0.1265 -0.8281
H 2.2285 -5.3184 -1.6852
H -7.0139 -1.8531 -0.0399
H 1.9763 -3.2680 4.6502
H 5.0934 -0.5774 2.6187
H 3.6708 0.0464 1.8056
H 0.6994 3.8614 2.8747
H 2.0121 4.3276 -2.4375
H -3.6695 -0.8120 -3.5236
H 4.6006 -2.8702 1.7808
H -5.8910 5.6000 -2.0250
H -1.6056 5.5720 -1.8036
H -3.1116 1.3741 0.1813
H -3.3030 -3.6569 -0.7508
H 3.0170 -3.8405 3.3325
H 3.0906 -2.2906 1.0528
H 7.0448 1.4504 -1.8651
H 4.1986 4.4164 -3.0284
H 2.8761 -1.1071 -1.9626
H 4.6429 -1.7162 0.4384
H 3.7421 -3.4102 -2.1064
H -1.4523 -2.3615 1.4750
H 6.5309 3.6266 -2.9681
H -5.8762 3.1507 -2.4010
H 0.0915 -6.2006 -1.2176
H 1.2428 -0.7422 1.3378
H 4.8424 -2.2924 4.1870
H 1.7921 2.1974 4.3964
H -2.3642 0.6812 4.3467
H -3.7182 1.9258 -2.4552
```

**E**: -2735.4903 Ha
**Energy relative to the best compared isomer or geometry (same formula, charge and spin)**: 0.0 kcal/mol

# 2
Formula: C46H40N4O5PbSeSi
Source: the Open Molecules 2025 dataset
Level of theory: the ωB97M-V functional and the def2-TZVPD basis

Geometry as XYZ:
```
98
Properties=species:S:1:pos:R:3
Pb 0.0490 -0.6589 -0.8054
Se -1.1405 -1.5899 -3.9135
Si 1.2048 2.6324 0.4708
O -1.9998 0.6356 -0.9992
O -0.6311 -0.8206 1.6229
O -5.7088 -4.5903 0.0092
O -1.7159 -2.1337 -0.6001
O 0.8698 1.4735 -0.5528
N 1.5017 -2.1643 0.8626
N 0.9242 -0.0275 -7.8302
N 2.9313 -1.4949 -1.3344
N 0.8343 -2.6168 1.9117
C 1.1176 5.5035 -2.5748
C 2.5554 -2.9092 0.5172
C 4.4882 -3.3346 -1.0538
C 3.2898 -2.5704 -0.6793
C -2.1545 4.0831 2.5708
C -3.6586 -3.3980 -0.3800
C 4.6579 3.2722 2.6612
C 4.8459 1.0265 1.7839
C 5.3672 2.0786 2.5365
C 1.1634 4.3283 -1.8261
C 2.9149 -4.2038 1.2378
C -0.1055 0.6121 -7.2226
C 1.2741 4.2571 -0.4477
C 2.9121 2.3429 1.3123
C -2.7249 -1.6705 5.1775
C -0.2465 -0.9665 -5.4579
C -0.6476 -3.3153 4.3226
C 0.0088 3.1053 1.8908
C -4.9948 -3.4809 -0.3460
C -5.8219 -2.2938 -0.4609
C -0.6157 3.3135 4.2540
C -1.9542 -1.3549 4.0700
C 3.6342 1.2137 1.1130
C 0.9211 -1.5666 -5.9689
C 4.7182 -1.8301 -2.9790
C 3.4371 3.3819 2.0307
C 3.5965 -1.1642 -2.5115
C 1.3245 5.4727 0.2067
C 1.3054 6.6908 -0.4732
C -3.0002 -2.1815 -0.6600
C -1.2599 3.6560 1.5961
C -5.3885 -5.9515 -0.3860
C -0.1936 -1.7864 2.2828
C -2.5306 -2.8888 5.7421
C -0.7687 0.1919 -6.1048
C 1.2480 6.7043 -1.8711
C -4.1770 1.4042 -1.6718
C -1.8293 3.9358 3.9099
C -0.9350 -2.1436 3.5706
C -3.8174 -0.9529 -0.8009
C -3.2108 0.3393 -1.0805
C 0.2744 2.8683 3.2411
C -1.4669 -3.6966 5.3590
C -5.2499 -1.0613 -0.6610
C 5.1789 -2.9471 -2.2027
C 1.4012 -1.0744 -7.2386
H -1.6581 0.6882 -5.7167
H 1.0318 3.3915 -2.3660
H -4.8631 0.8676 -2.3697
H 5.9807 -3.5085 -2.5913
H 1.3062 5.5302 1.3386
H 2.3799 -1.4824 -7.5623
H -3.2522 -3.3183 6.4088
H -4.7562 -6.1204 -1.2728
H 2.9482 4.3518 2.1997
H -0.4865 1.5487 -7.6599
H 1.0454 5.4899 -3.6395
H 3.0638 -0.3885 -3.0589
H 5.3040 -1.3553 -3.7622
H -0.3643 3.0879 5.3164
H -1.1961 -4.6916 5.7931
H 0.1638 -3.9586 3.9404
H 1.4817 -2.3340 -5.4153
H -1.6031 3.6936 0.5576
H -3.0689 -4.3220 -0.2663
H -2.1733 -0.4177 3.5311
H 1.3095 7.6625 -2.4330
H -5.8405 -0.1618 -0.8061
H 3.2981 0.4837 0.3991
H 5.0678 4.1772 3.1523
H 1.1948 2.3873 3.6273
H 4.9103 -4.1859 -0.5532
H -3.5825 2.2140 -2.1548
H 3.9582 -4.0688 1.6138
H 6.3604 2.1037 2.9620
H -4.8842 1.8012 -0.8782
H 5.5061 0.1724 1.6394
H -4.8692 -6.3910 0.5145
H -6.8585 -2.4528 -0.2352
H -2.5136 4.3390 4.6469
H 1.5046 7.6096 0.0609
H 2.1705 -4.3338 2.0123
H -6.3769 -6.4469 -0.4808
H -3.0884 4.6175 2.2662
H -3.4589 -0.9894 5.5634
H 2.9066 -4.9737 0.5098
```

**E**: -5255.9888 Ha
**Energy relative to the best compared isomer or geometry (same formula, charge and spin)**: 32.7 kcal/mol
**Charge**: -2

Number 1: maximum force 0.573 eV/Å, HOMO-LUMO gap 7.6 eV. Number 2: maximum force 3.765 eV/Å, HOMO-LUMO gap 5.6 eV.